The following is a DFT calculation (ωB97M-V/def2-TZVPD) of a cluster of 2 separate species, C21H41F6N3O2P in total in a non-equilibrium geometry.

Charge   +1
Orbital gap   7.602 eV
M   512.54 g/mol

Last column: Mulliken charge in e.
Positions of all 74 atoms, in Å:
P  -5.504  -0.854  -0.520  0.4202
F  -5.479  1.402  4.094  -0.3098
F  -5.568  -1.170  2.586  -0.4025
F  -5.676  3.826  4.522  -0.2307
F  -4.056  4.369  3.206  -0.2129
F  -6.016  3.987  2.396  -0.2464
F  -3.468  1.916  3.381  -0.2756
O  -5.271  -2.184  -1.107  -0.6373
O  2.619  -0.101  -3.360  -0.2603
N  -3.236  1.557  0.490  0.5903
N  -4.364  -0.457  0.720  0.3816
N  -5.147  1.502  1.881  -0.1246
C  -4.213  0.897  1.053  -0.5801
C  -3.112  3.013  0.577  -1.3950
C  -2.208  0.859  -0.333  -0.9089
C  5.562  -3.882  0.800  -1.2992
C  1.663  1.045  -0.604  -0.7958
C  5.274  -2.484  0.243  -0.1554
C  2.755  0.046  -0.188  0.1400
C  -3.164  -1.340  2.739  -0.2939
C  -4.402  -1.404  1.843  -0.0419
C  4.028  -0.056  -5.259  -0.6581
C  -2.436  -2.686  2.787  -1.5961
C  1.892  -0.667  -4.456  -0.4709
C  0.242  0.456  -0.639  -1.0381
C  -0.818  1.490  -0.244  -0.4292
C  3.705  0.644  0.863  -1.0738
C  5.105  0.028  0.837  -0.8501
C  3.853  0.453  -3.836  -0.3259
C  -5.147  3.620  3.337  0.6970
C  5.155  -1.427  1.349  -0.7120
C  2.577  -0.177  -5.724  -0.6173
C  -4.789  2.090  3.169  0.6998
H  4.505  -1.038  -5.254  0.2817
H  5.478  0.048  -0.192  0.3747
H  4.231  -1.629  1.901  0.3431
H  -1.446  -2.582  3.230  0.3895
H  3.785  1.546  -3.809  0.2948
H  -2.820  3.384  -0.406  0.4264
H  4.335  -2.501  -0.316  0.0897
H  0.032  0.123  -1.661  0.1382
H  1.896  1.474  -1.579  0.2903
H  -5.916  0.860  2.043  0.4216
H  -4.075  3.445  0.828  0.5398
H  -0.615  1.807  0.784  0.4201
H  1.929  -1.758  -4.379  0.2873
H  5.056  -4.011  1.760  0.3192
H  5.218  -4.666  0.123  0.3813
H  4.658  0.142  -3.169  0.2093
H  3.790  1.720  0.679  0.5428
H  2.190  0.802  -6.013  0.2759
H  2.441  -0.857  -6.562  0.3595
H  3.340  -0.232  -1.066  -0.0716
H  5.757  0.642  1.462  0.4025
H  2.293  -0.873  0.184  0.3176
H  -2.151  -0.175  -0.006  0.5507
H  3.288  0.509  1.868  0.2275
H  -6.761  -0.685  0.081  0.1017
H  -0.736  2.344  -0.918  0.3786
H  4.630  0.613  -5.871  0.3615
H  -5.315  0.256  -1.357  0.0944
H  6.632  -4.014  0.966  0.3104
H  -3.529  -1.096  3.740  0.3400
H  -4.501  -2.390  1.380  0.7166
H  1.672  1.856  0.135  0.6199
H  0.180  -0.409  0.027  0.5955
H  0.849  -0.351  -4.386  0.2390
H  -2.364  3.284  1.319  0.3899
H  -2.488  -0.547  2.412  0.2593
H  5.988  -1.555  2.044  0.4330
H  6.085  -2.178  -0.423  0.3241
H  -2.576  0.895  -1.363  0.2091
H  -2.311  -3.108  1.786  0.4312
H  -3.009  -3.407  3.375  0.3976


The following is a DFT calculation (ωB97M-V/def2-TZVPD) of a cluster of 5 separate species, C40H73F8O7S2 in total in a non-equilibrium geometry.

Charge   -1
Orbital gap   6.522 eV
M   882.13 g/mol

Last column: Mulliken charge in e.
Positions of all 130 atoms, in Å:
S  0.596  -2.279  -2.806  1.2416
S  -2.322  -1.794  0.235  1.2372
F  -5.156  -2.868  1.677  -0.1900
F  -7.090  -1.521  1.268  -0.2856
F  -4.937  -1.627  -1.749  -0.2446
F  -6.101  0.015  -0.468  -0.2921
F  -3.935  -0.185  1.778  -0.2803
F  -3.487  0.713  -0.395  -0.2340
F  -6.586  -3.267  -0.307  -0.2434
F  0.850  3.163  -0.019  -0.2980
O  -1.736  -2.017  1.644  -0.6449
O  1.122  -3.659  -3.314  -0.7007
O  -2.879  -3.195  -0.234  -0.6749
O  0.811  1.510  -2.738  -0.6179
O  0.015  -1.525  -4.028  -0.5625
O  -0.487  -2.526  -1.521  -0.5680
O  -1.543  1.537  -2.528  -0.8012
C  -1.872  9.442  -1.573  -0.3650
C  -0.370  0.884  0.567  -0.3018
C  -9.489  -5.746  1.584  -0.4825
C  -0.836  6.796  -0.236  -0.2123
C  -1.901  5.786  -0.632  -0.9806
C  6.199  2.159  -3.551  -1.0351
C  -0.694  10.387  -1.388  -1.1871
C  6.374  -5.431  1.916  -1.1625
C  3.582  1.559  -0.022  -1.4149
C  3.058  -1.667  1.469  -0.3675
C  -5.164  -1.162  -0.332  0.2863
C  -0.090  -0.031  -0.743  1.8808
C  5.073  -6.110  6.503  -1.1768
C  -12.034  -7.219  -0.782  -1.1932
C  -1.125  -1.239  -1.081  -0.6471
C  -0.219  1.011  -2.049  -0.1178
C  -3.784  -0.576  0.334  0.5907
C  7.406  6.760  -4.306  -1.1761
C  6.227  -4.491  4.908  -0.8668
C  1.465  -0.629  -0.567  1.3612
C  -5.962  -2.261  0.590  0.8118
C  -2.395  8.864  -0.255  -0.7356
C  2.586  0.579  -0.285  -0.8061
C  5.102  -4.402  3.869  -0.1883
C  -9.286  -6.993  0.719  -0.7447
C  5.705  5.236  -3.173  -0.6048
C  -8.526  -4.619  1.250  -1.0204
C  -0.792  3.125  1.854  -1.1737
C  -9.521  -6.794  -0.783  -0.6400
C  7.264  3.169  -3.154  -0.4093
C  6.311  -5.816  5.671  -0.4266
C  6.703  4.373  -2.393  -0.5506
C  -0.429  2.524  0.328  0.4088
C  2.034  -1.330  -1.976  -0.5291
C  -1.397  8.000  0.525  -0.8222
C  4.346  -2.184  0.558  -0.7767
C  1.626  -1.661  0.695  -0.2289
C  5.126  -5.479  2.782  -0.4508
C  6.228  5.815  -4.491  -0.3949
C  -10.908  -6.272  -1.167  -0.3435
H  2.506  -0.525  -2.705  0.5066
H  -10.520  -5.386  1.504  0.2858
H  -2.715  9.689  0.393  0.4115
H  4.892  -5.313  7.230  0.2872
H  0.799  -1.453  1.530  0.1256
H  -0.102  6.292  0.406  0.2344
H  -8.765  -6.109  -1.182  0.2568
H  6.095  -3.674  5.628  0.3896
H  6.661  1.303  -4.055  0.3924
H  4.640  -1.355  -0.249  0.1998
H  -11.900  -8.197  -1.252  0.2881
H  6.496  -6.645  4.980  0.2479
H  -11.085  -5.288  -0.720  0.2418
H  -2.687  9.993  -2.056  0.3676
H  0.172  9.876  -0.959  0.2825
H  4.182  -6.218  5.879  0.2824
H  4.132  -4.439  4.378  0.3802
H  5.413  6.365  -4.975  0.3575
H  8.272  6.249  -3.877  0.2799
H  -9.351  -7.755  -1.287  0.3901
H  -1.409  0.690  1.124  -0.0849
H  2.961  -2.499  2.323  0.2425
H  -3.297  8.278  -0.463  0.3015
H  -2.433  5.412  0.248  0.2263
H  7.711  7.171  -5.275  0.3694
H  -8.690  -3.772  1.924  0.3558
H  7.998  2.665  -2.513  0.3444
H  3.302  -0.671  2.081  0.1937
H  -0.389  10.799  -2.356  0.3713
H  -8.263  -7.361  0.862  0.3561
H  -0.290  7.125  -1.126  0.3147
H  4.251  -5.339  2.137  0.3281
H  7.540  4.996  -2.057  0.3240
H  -1.593  8.637  -2.261  0.2653
H  7.810  3.497  -4.044  0.2610
H  7.137  7.596  -3.654  0.2875
H  7.280  -5.622  2.499  0.3347
H  -10.934  -6.125  -2.254  0.3647
H  0.127  2.770  2.528  0.3335
H  2.856  -2.138  -1.788  0.3383
H  0.429  0.741  1.444  0.2706
H  6.507  5.010  -5.179  0.2508
H  6.210  4.016  -1.480  0.1961
H  5.206  -7.047  7.055  0.3761
H  -1.814  -0.972  -2.021  0.6814
H  -12.093  -7.358  0.301  0.2801
H  7.189  -4.307  4.418  0.3470
H  7.179  -5.774  6.340  0.3637
H  5.024  -6.475  3.226  0.3680
H  4.317  2.474  -0.239  0.0811
H  -0.560  8.623  0.861  0.3453
H  -12.996  -6.812  -1.115  0.3742
H  5.667  1.785  -2.670  0.1567
H  -1.890  7.643  1.439  0.3439
H  6.319  -6.196  1.134  0.3593
H  -1.355  2.873  -0.319  0.0675
H  -2.633  6.219  -1.321  0.4511
H  -7.488  -4.945  1.364  0.3049
H  5.152  -3.415  3.391  0.0006
H  -8.665  -4.258  0.227  0.2292
H  1.474  -2.757  0.246  0.2411
H  4.196  -3.243  0.083  0.2114
H  6.475  -4.457  1.429  0.2191
H  -0.917  4.289  1.853  0.2517
H  5.269  -2.198  1.315  0.2498
H  -1.439  4.931  -1.137  0.1621
H  4.803  4.651  -3.381  0.2971
H  -0.963  11.223  -0.736  0.2894
H  5.467  2.592  -4.239  0.2769
H  -1.733  2.547  2.291  0.2212
H  -9.945  -7.787  1.089  0.3329
H  -9.343  -6.027  2.635  0.3568
H  5.385  6.062  -2.525  0.3599


The following is a DFT calculation (ωB97M-V/def2-TZVPD) of an isolated molecule of C18H24N2O4.

Structure (SMILES)   Cc1cccc(NC(=O)COC(=O)CNC(=O)C2CCCCC2)c1
Energy above the lowest of the compared OMol25 structures with the same formula, charge and spin   4.79 kJ/mol
Charge   0
Orbital gap   9.125 eV
M   332.40 g/mol

Last column: natural (NBO) charge in e.
Positions of all 48 atoms, in Å:
O  -1.080  -0.033  -2.666  -0.6244
O  1.169  1.497  4.429  -0.6024
O  -1.260  0.793  1.891  -0.5195
O  -1.249  -1.421  1.479  -0.5895
N  0.872  2.289  2.302  -0.5966
N  -2.250  -1.050  -1.036  -0.6212
C  -0.669  -4.717  -2.965  -0.3952
C  -2.074  -5.253  -3.225  -0.3967
C  3.882  5.117  1.709  -0.2389
C  1.899  3.231  2.139  0.1467
C  3.807  4.468  2.937  0.0088
C  -2.185  0.081  -0.152  -0.3365
C  -0.640  0.614  3.162  -0.1807
C  4.792  4.786  4.019  -0.6319
C  2.812  3.525  3.145  -0.2175
C  -1.585  -1.044  -2.223  0.6992
C  -2.978  -2.914  -3.205  -0.3869
C  -2.905  -4.224  -3.985  -0.3957
C  1.984  3.886  0.914  -0.2502
C  0.580  1.522  3.372  0.6586
C  2.976  4.825  0.706  -0.1857
C  -0.731  -3.406  -2.185  -0.3887
C  -1.507  -0.295  1.153  0.7954
C  -1.566  -2.375  -2.952  -0.3136
H  0.259  2.190  1.502  0.4140
H  3.040  5.332  -0.246  0.2148
H  4.655  5.853  1.541  0.2089
H  -3.913  -4.608  -4.153  0.2097
H  5.803  4.543  3.692  0.2203
H  -2.482  -1.932  -0.605  0.4067
H  -0.325  -0.430  3.276  0.2425
H  -2.559  -5.479  -2.272  0.1923
H  0.277  -3.017  -2.028  0.2188
H  4.767  5.849  4.255  0.2194
H  -2.451  -4.040  -4.961  0.1968
H  -2.017  -6.180  -3.798  0.2099
H  -3.489  -3.091  -2.256  0.1900
H  -1.622  0.867  -0.665  0.2655
H  -3.556  -2.176  -3.764  0.2166
H  1.277  3.657  0.129  0.2065
H  -3.187  0.465  0.077  0.2248
H  -1.171  -3.595  -1.202  0.1931
H  2.740  3.013  4.090  0.2431
H  -1.372  0.841  3.944  0.2172
H  4.573  4.222  4.921  0.2183
H  -1.085  -2.188  -3.918  0.2264
H  -0.088  -5.451  -2.404  0.2110
H  -0.165  -4.547  -3.919  0.1966


The following is a DFT calculation (ωB97M-V/def2-TZVPD) of a structure of composition C26H24BBr4InN7O6S2.

Energy above the lowest of the compared OMol25 structures with the same formula, charge and spin   98.87 kJ/mol
Charge   -1
Orbital gap   6.684 eV
M   1039.90 g/mol

Last column: Mulliken charge in e.
Positions of all 71 atoms, in Å:
In  -0.102  1.211  0.578  2.0772
Br  1.286  0.679  5.386  -0.1689
Br  -3.600  -2.300  2.200  -0.1673
Br  -0.373  -1.801  6.926  -0.2098
Br  -2.886  -3.274  5.323  -0.2151
S  -2.141  2.668  -0.044  -0.5115
S  0.808  0.731  -1.831  -0.5217
O  -1.658  -0.156  1.267  -0.5485
O  0.767  3.269  0.281  -0.5393
O  0.108  1.244  2.692  -0.9740
O  1.269  -1.191  1.467  0.1338
O  3.225  -2.003  2.200  -0.5767
O  2.542  4.628  0.064  -0.7854
N  0.327  3.216  -2.899  0.3660
N  -3.247  0.670  -1.645  0.4718
N  -4.185  0.898  0.303  0.3181
N  0.695  -2.430  -1.017  0.0573
N  2.382  1.251  1.036  0.5279
N  -1.411  1.916  -2.983  0.1179
N  1.627  -2.551  -1.984  0.1963
C  -0.738  -3.917  0.267  -0.6118
C  4.283  2.679  1.028  -0.9413
C  0.305  -3.667  -0.776  0.5552
C  0.997  -4.591  -1.605  -1.2994
C  -1.764  3.129  -3.530  -0.4919
C  -0.490  0.234  3.275  0.2693
C  -2.181  -1.501  3.176  -0.0241
C  3.155  0.251  1.457  0.2437
C  2.925  2.442  0.831  0.5350
C  -4.272  -0.251  -1.549  -0.8277
C  -1.470  -0.498  2.521  -0.0460
C  -0.170  -0.205  4.554  -0.0451
C  4.512  0.392  1.671  -0.8414
C  -4.851  -0.118  -0.340  -0.5533
C  5.085  1.638  1.446  -0.4286
C  -3.209  1.378  -0.503  0.0247
C  -0.858  -1.261  5.177  -0.0169
C  2.002  3.562  0.361  0.0048
C  -0.118  1.972  -2.618  -0.0662
C  -4.395  1.283  1.687  -0.8992
C  2.432  -1.035  1.699  -0.0860
C  1.658  3.742  -2.635  -1.2391
C  -0.691  3.943  -3.481  -0.5812
C  1.841  -3.828  -2.375  0.5855
C  2.819  -4.186  -3.446  -1.2479
C  -1.885  -1.895  4.496  0.3580
B  -2.361  0.684  -2.962  0.2041
H  4.656  3.677  0.848  0.5587
H  -1.716  -0.332  -3.000  -0.1175
H  2.645  -2.767  2.341  0.3948
H  2.010  -1.710  -2.381  0.1068
H  6.147  1.786  1.605  0.4241
H  2.657  -3.590  -4.347  0.3076
H  -4.475  -0.943  -2.348  0.4990
H  -5.644  -0.673  0.130  0.5635
H  -4.643  0.393  2.261  0.3432
H  2.287  2.928  -2.286  0.2499
H  -5.195  2.019  1.770  0.2753
H  2.069  4.151  -3.558  0.4276
H  2.709  -5.236  -3.712  0.3286
H  -0.293  -4.079  1.251  0.1829
H  5.095  -0.451  2.012  0.5398
H  3.850  -4.028  -3.121  0.2679
H  -1.389  -3.047  0.349  -0.2103
H  -2.765  3.316  -3.875  0.4774
H  0.884  -5.664  -1.635  0.4074
H  -3.120  0.799  -3.909  -0.2162
H  -0.565  4.973  -3.764  0.4752
H  -3.473  1.710  2.066  0.2504
H  -1.340  -4.791  0.019  0.3832
H  1.617  4.505  -1.860  0.4995


The following is a DFT calculation (ωB97M-V/def2-TZVPD) of an isolated molecule of C5H9NO in a non-equilibrium geometry.

Structure (SMILES)   C[C@H]1CCC(=O)N1
Energy above the lowest of the compared OMol25 structures with the same formula, charge and spin   97.14 kJ/mol
Charge   0
Orbital gap   10.453 eV
M   99.13 g/mol

Last column: natural (NBO) charge in e.
Positions of all 16 atoms, in Å:
O  2.122  1.003  -0.787  -0.5924
N  0.952  0.597  1.113  -0.6521
C  1.517  0.229  -0.086  0.6811
C  -0.382  -1.203  0.214  -0.4174
C  0.972  -1.121  -0.509  -0.5147
C  -0.562  0.263  0.675  -0.0319
C  -1.266  1.072  -0.415  -0.6410
H  -0.964  0.883  -1.460  0.2200
H  -1.313  2.151  -0.221  0.2222
H  -2.259  0.622  -0.249  0.2213
H  1.242  1.578  1.277  0.3878
H  1.638  -1.936  -0.226  0.2394
H  0.887  -1.090  -1.596  0.2302
H  -0.322  -1.829  1.103  0.2187
H  -1.164  -1.630  -0.439  0.2202
H  -1.097  0.410  1.607  0.2086


The following is a DFT calculation (ωB97M-V/def2-TZVPD) of an isolated molecule of C4H12N2S in a non-equilibrium geometry.

Structure (SMILES)   NC[C@H](N)CCS
Energy above the lowest of the compared OMol25 structures with the same formula, charge and spin   85.92 kJ/mol
Charge   0
Orbital gap   9.948 eV
M   120.22 g/mol

Last column: natural (NBO) charge in e.
Positions of all 19 atoms, in Å:
S  2.799  -0.607  -0.871  -0.0950
N  -1.452  -1.211  0.944  -0.8484
N  -2.050  0.259  -1.457  -0.8891
C  -1.036  0.749  -0.531  -0.2333
C  -0.373  -0.493  0.076  -0.0385
C  0.775  -0.047  1.028  -0.4478
C  2.036  0.515  0.426  -0.4803
H  -2.605  1.004  -1.926  0.3694
H  -0.338  1.375  -1.093  0.1683
H  3.844  -1.063  -0.091  0.1327
H  0.436  0.586  1.830  0.2102
H  -1.822  -0.547  1.662  0.3461
H  0.954  -0.931  1.586  0.2252
H  1.739  1.224  -0.344  0.2074
H  -0.064  -1.137  -0.764  0.2043
H  -1.535  1.248  0.285  0.1872
H  -1.818  -0.512  -2.140  0.3710
H  2.781  1.001  1.080  0.2357
H  -2.268  -1.413  0.301  0.3752


Q: Look up the orbital gap of the fourth one.
A: 6.684 eV


Q: Look up the orbital gap of the sixth one.
A: 9.948 eV


What did the fifth record say?
The following is a DFT calculation (ωB97M-V/def2-TZVPD) of an isolated molecule of C5H9NO in a non-equilibrium geometry.

Structure (SMILES)   C[C@H]1CCC(=O)N1
Energy above the lowest of the compared OMol25 structures with the same formula, charge and spin   97.14 kJ/mol
Charge   0
Orbital gap   10.453 eV
M   99.13 g/mol

Last column: natural (NBO) charge in e.
Positions of all 16 atoms, in Å:
O  2.122  1.003  -0.787  -0.5924
N  0.952  0.597  1.113  -0.6521
C  1.517  0.229  -0.086  0.6811
C  -0.382  -1.203  0.214  -0.4174
C  0.972  -1.121  -0.509  -0.5147
C  -0.562  0.263  0.675  -0.0319
C  -1.266  1.072  -0.415  -0.6410
H  -0.964  0.883  -1.460  0.2200
H  -1.313  2.151  -0.221  0.2222
H  -2.259  0.622  -0.249  0.2213
H  1.242  1.578  1.277  0.3878
H  1.638  -1.936  -0.226  0.2394
H  0.887  -1.090  -1.596  0.2302
H  -0.322  -1.829  1.103  0.2187
H  -1.164  -1.630  -0.439  0.2202
H  -1.097  0.410  1.607  0.2086